The following is a quantum chemistry calculation of a structure of composition C27H21F3NO5S3 in a non-equilibrium geometry, from the OMol25 dataset.

Output
HOMO, Eh: -0.09326
Lowest unoccupied orbital energy, eV: 1.9
Kohn-Sham gap, eV: 4.5
Net charge: -1
Multiplicity: 1
Energy relative to the best compared isomer or geometry (same formula, charge and spin), kJ/mol: 46.81

The geometry in XYZ format:
```
60
C27H21F3NO5S3 ωB97M-V/def2-TZVPD
C 1.7592 3.6102 4.3031
C 2.4549 2.9016 3.3401
C 2.0340 1.6534 2.9694
C 0.8937 1.0651 3.5490
C 0.5110 -0.2501 3.2359
C 1.3535 -1.1656 2.5422
C 0.8293 -2.4935 2.1482
C 1.4830 -3.1706 1.1288
C 1.0247 -4.3887 0.6793
C -0.1012 -4.9495 1.2474
C -0.7485 -4.3026 2.2828
C -0.2848 -3.0866 2.7344
O 2.5100 -0.8847 2.2365
C 0.1658 1.8342 4.4834
C 0.6110 3.0758 4.8635
H 2.1222 4.5724 4.6227
H 3.3370 3.3202 2.8845
H 2.5780 1.0911 2.2304
H -0.4453 -0.5906 3.5826
H 2.3533 -2.7130 0.6910
H 1.5391 -4.9004 -0.1180
H -0.4819 -5.8896 0.8835
H -1.6196 -4.7455 2.7401
H -0.7732 -2.6025 3.5606
H -0.7295 1.4243 4.9173
H 0.0776 3.6331 5.6160
F -2.0365 1.3467 -5.3686
C -1.6559 1.1183 -4.1055
F -2.2526 1.9680 -3.2601
F -1.8908 -0.1500 -3.7529
S 0.1562 1.3813 -4.0217
N 0.1906 1.0898 -2.3313
S 0.8236 2.5899 -1.7159
C -0.5753 2.8541 -0.5932
C -1.2664 4.0390 -0.6582
C -2.3061 4.2787 0.2144
C -2.6520 3.3232 1.1460
C -1.9700 2.1252 1.1929
C -0.9290 1.8887 0.3200
O 1.9674 2.4561 -0.7518
O 0.7984 3.7696 -2.6516
S 1.1919 -0.3351 -2.1742
C 0.3719 -1.6326 -3.1439
C -0.5923 -2.4288 -2.5722
C -1.1968 -3.4237 -3.3121
C -0.8333 -3.6189 -4.6273
C 0.1287 -2.8173 -5.2027
C 0.7305 -1.8268 -4.4563
O 2.5134 -0.1973 -2.8766
O 0.9758 -0.8047 -0.7637
H -0.9766 4.7746 -1.3931
H -2.8461 5.2100 0.1650
H -3.4620 3.5107 1.8313
H -2.2517 1.3718 1.9095
H -0.3797 0.9594 0.3428
H -0.8655 -2.2671 -1.5428
H -1.9590 -4.0429 -2.8664
H -1.3021 -4.3967 -5.2078
H 0.4053 -2.9598 -6.2352
H 1.4927 -1.2014 -4.8911
```

Results of the Mulliken charge analysis, in e, for atoms 1 through 4:
1 C -0.393
2 C -0.817
3 C -0.336
4 C 0.706

***

The following is a quantum chemistry calculation of a structure of composition C27H21I2N2O6SeTeV in a non-equilibrium geometry, from the OMol25 dataset.

Output
HOMO (alpha / beta), Eh: -0.20315 / -0.21552
<S²>: 3.77
Lowest unoccupied orbital energy (alpha / beta), eV: 1.2 / 1.2
Kohn-Sham gap (alpha / beta), eV: 6.7 / 7.1
Net charge: -1
Multiplicity: 4
Energy relative to the best compared isomer or geometry (same formula, charge and spin), kJ/mol: 239.65

The geometry in XYZ format:
```
61
C27H21I2N2O6SeTeV ωB97M-V/def2-TZVPD
V -0.6283 0.6880 0.5100
O -1.6460 -1.4154 -0.9371
C -2.2446 -1.7237 0.3191
C -1.1359 -1.3243 1.3657
O -1.4021 -1.1361 2.5530
O 0.0556 -1.2240 0.8560
C -2.5172 -3.2188 0.4551
C -3.4937 -3.7800 -0.3665
C -3.6957 -5.1500 -0.3957
C -2.9287 -5.9789 0.4124
C -1.9754 -5.4253 1.2526
C -1.7664 -4.0522 1.2743
C -3.5179 -0.9132 0.5210
C -4.2486 -1.0712 1.6989
C -5.3400 -0.2634 1.9578
C -5.7201 0.7142 1.0439
C -5.0141 0.8587 -0.1360
C -3.9174 0.0453 -0.3990
H -2.0608 -1.9390 -1.6300
H -4.1109 -3.1300 -0.9788
H -4.4494 -5.5711 -1.0493
H -3.0683 -7.0520 0.3791
H -1.3763 -6.0648 1.8883
H -1.0112 -3.6365 1.9292
H -3.9416 -1.8184 2.4182
H -5.8860 -0.3801 2.8856
H -6.5604 1.3623 1.2593
H -5.2902 1.6257 -0.8482
H -3.3667 0.1734 -1.3205
O -2.2408 1.8949 1.8167
N -1.4647 2.5512 1.0710
O -0.6952 3.4192 1.4714
O -1.5978 2.3528 -0.2309
I 4.1594 0.1288 -1.5260
I 6.7057 -0.8442 -2.1985
Se 1.4403 1.1776 -0.8323
C 1.3414 2.7495 -1.7645
N 1.3497 3.7462 -2.3459
Te 0.3745 1.3151 3.0674
C 2.0162 2.6626 3.0478
C 2.3781 3.4054 1.9333
C 3.4913 4.2371 1.9848
C 4.2257 4.3527 3.1544
C 3.8376 3.6435 4.2845
C 2.7380 2.8011 4.2304
C 1.7723 -0.2415 3.3921
C 1.4999 -1.2375 4.3190
C 2.3071 -2.3674 4.3856
C 3.3806 -2.5069 3.5193
C 3.6698 -1.4975 2.6090
C 2.8693 -0.3684 2.5461
H 1.7896 3.3578 1.0292
H 3.7827 4.7860 1.0980
H 5.0944 4.9984 3.1900
H 4.3935 3.7434 5.2087
H 2.4501 2.2373 5.1103
H 0.6486 -1.1426 4.9819
H 2.0826 -3.1467 5.1041
H 3.9873 -3.4037 3.5452
H 4.5057 -1.5964 1.9274
H 3.1068 0.4160 1.8367
```

Results of the Mulliken charge analysis, in e, for atoms 1 through 4:
1 V 0.221
2 O -0.624
3 C 2.916
4 C -0.122

***

The following is a quantum chemistry calculation of a structure of composition C27H21NOP2S4V, from the OMol25 dataset.

Output
HOMO (alpha / beta), Eh: -0.24920 / -0.25144
<S²>: 3.77
Lowest unoccupied orbital energy (alpha / beta), eV: -0.2 / -0.3
Kohn-Sham gap (alpha / beta), eV: 6.6 / 6.6
Multiplicity: 4
Energy relative to the best compared isomer or geometry (same formula, charge and spin), kJ/mol: 0.00

The geometry in XYZ format:
```
57
C27H21NOP2S4V ωB97M-V/def2-TZVPD
V 1.6852 1.0420 1.3274
O 4.1913 6.2996 -2.0780
C 3.8435 5.3571 -1.4193
S 3.1243 5.4838 0.1942
C 2.8908 3.7649 0.4655
C 3.2874 2.9364 -0.5204
S 3.1245 1.1917 -0.5015
S 3.9766 3.6727 -1.9570
S 2.1486 3.2922 1.9773
N -0.3649 -0.5889 -0.2530
P -0.6082 0.9879 0.3219
C -2.1338 0.9319 1.3023
C -2.7540 2.1315 1.6533
C -3.8731 2.1225 2.4695
C -4.3800 0.9190 2.9438
C -3.7625 -0.2747 2.6045
C -2.6386 -0.2704 1.7887
C -1.0361 2.0054 -1.1032
C -2.2704 1.8884 -1.7439
C -2.5381 2.6516 -2.8677
C -1.5823 3.5413 -3.3462
C -0.3601 3.6697 -2.7043
C -0.0838 2.9015 -1.5815
P 0.9902 -1.2973 0.4850
C 1.8171 -2.1712 -0.8682
C 2.5238 -3.3476 -0.6276
C 3.2295 -3.9574 -1.6530
C 3.2338 -3.3964 -2.9226
C 2.5376 -2.2210 -3.1645
C 1.8363 -1.6033 -2.1404
C 0.3285 -2.6463 1.5103
C 0.4866 -2.5810 2.8899
C -0.0818 -3.5472 3.7116
C -0.8167 -4.5795 3.1525
C -0.9787 -4.6547 1.7723
C -0.4049 -3.6963 0.9556
H -0.9717 -1.0621 -0.9116
H -2.3627 3.0731 1.2852
H -4.3507 3.0562 2.7356
H -5.2560 0.9145 3.5792
H -4.1530 -1.2141 2.9742
H -2.1555 -1.2058 1.5326
H -3.0233 1.2117 -1.3557
H -3.4938 2.5612 -3.3673
H -1.7977 4.1420 -4.2205
H 0.3823 4.3672 -3.0695
H 0.8691 3.0023 -1.0762
H 2.5216 -3.7947 0.3592
H 3.7756 -4.8712 -1.4591
H 3.7852 -3.8730 -3.7225
H 2.5495 -1.7733 -4.1494
H 1.3208 -0.6691 -2.3247
H 1.0564 -1.7686 3.3270
H 0.0484 -3.4897 4.7842
H -1.2635 -5.3321 3.7889
H -1.5490 -5.4652 1.3375
H -0.5195 -3.7670 -0.1206
```

Results of the Mulliken charge analysis, in e, for atoms 1 through 4:
1 V -0.272
2 O -0.581
3 C 0.575
4 S -0.174

***

The following is a quantum chemistry calculation of a structure of composition C27H22AuN2OPS2, from the OMol25 dataset.

Output
HOMO, Eh: -0.23602
Lowest unoccupied orbital energy, eV: 0.2
Kohn-Sham gap, eV: 6.7
Multiplicity: 1

The geometry in XYZ format:
```
56
C27H22AuN2OPS2 ωB97M-V/def2-TZVPD
Au 1.6446 0.9699 0.8050
C -1.0701 4.0593 0.5911
C 0.0485 4.0897 -0.4004
N 1.0044 3.2205 -0.4569
C 1.9207 3.4944 -1.4457
C 1.6456 4.5973 -2.1839
S 0.2171 5.3364 -1.6004
C 3.0773 2.5909 -1.5661
C 4.1693 2.7635 -2.3477
S 5.2433 1.4469 -2.1554
C 4.1872 0.7200 -1.0189
N 3.1119 1.4252 -0.8086
C 4.4702 -0.5939 -0.3683
H -0.9183 3.2133 1.2628
H -2.0347 3.9516 0.0944
H -1.0872 4.9773 1.1806
H 2.1912 5.0080 -3.0232
H 4.3959 3.5849 -3.0130
H 5.4574 -0.9681 -0.6359
H 3.7164 -1.3222 -0.6729
H 4.4006 -0.4878 0.7142
O 0.5210 1.5478 3.4081
C 0.6922 0.6752 2.5804
C 0.1338 -0.7010 2.8750
C -0.0266 -1.0655 4.2097
C -0.5226 -2.3120 4.5510
C -0.8943 -3.1935 3.5439
C -0.7706 -2.8251 2.2108
C -0.2411 -1.5829 1.8487
P -0.0230 -1.0628 0.0834
C -0.6896 -2.5408 -0.8184
C 0.2258 -3.5690 -1.0665
C -0.1515 -4.7204 -1.7428
C -1.4554 -4.8539 -2.2069
C -2.3690 -3.8345 -1.9834
C -1.9915 -2.6864 -1.2905
C -1.4315 0.0918 -0.1825
C -1.4352 0.8189 -1.3753
C -2.5058 1.6398 -1.7060
C -3.5810 1.7616 -0.8328
C -3.5714 1.0698 0.3718
C -2.5020 0.2394 0.6963
H 0.2546 -0.3449 4.9682
H -0.6218 -2.5969 5.5922
H -1.2950 -4.1699 3.7933
H -1.0899 -3.5229 1.4492
H 1.2493 -3.4573 -0.7196
H 0.5718 -5.5079 -1.9214
H -1.7544 -5.7455 -2.7459
H -3.3860 -3.9300 -2.3478
H -2.7231 -1.9053 -1.1199
H -0.5873 0.7344 -2.0496
H -2.4995 2.1909 -2.6400
H -4.4169 2.4031 -1.0858
H -4.3990 1.1758 1.0634
H -2.5050 -0.2970 1.6393
```

Results of the Mulliken charge analysis, in e, for atoms 1 through 4:
1 Au 0.438
2 C -0.896
3 C 0.434
4 N 0.042